[1]
Entry from the OMol25 dataset: a structure of composition C19H48BrF9N4O15S3V (the ωB97M-V functional and the def2-TZVPD basis).

Element x y z (Å)
O (2.29, -1.66, 0.80)
V (2.46, -1.64, -0.84)
O (1.46, -0.62, -1.43)
C (2.58, 4.41, -1.45)
C (2.35, 3.13, -2.29)
C (1.31, 3.30, -3.37)
O (1.06, 2.08, -3.99)
C (-0.02, 2.16, -4.90)
N (3.68, 2.85, -2.99)
H (4.13, 3.65, -3.41)
H (4.29, 2.53, -2.21)
H (3.56, 1.99, -3.55)
H (1.77, 4.50, -0.72)
H (2.67, 5.23, -2.16)
H (3.48, 4.39, -0.84)
H (2.24, 2.30, -1.60)
H (1.64, 4.08, -4.07)
H (0.40, 3.63, -2.85)
H (-0.95, 2.06, -4.30)
H (-0.13, 1.24, -5.48)
H (-0.22, 3.10, -5.42)
C (-2.52, -3.79, 0.29)
C (-1.30, -3.54, 1.17)
C (-0.88, -2.10, 1.40)
O (-1.63, -1.49, 2.46)
C (-2.80, -0.85, 1.99)
N (-1.48, -4.37, 2.45)
H (-2.14, -3.86, 3.04)
H (-1.79, -5.34, 2.32)
H (-0.56, -4.55, 2.85)
H (-3.52, -3.63, 0.72)
H (-2.61, -4.82, -0.05)
H (-2.41, -3.14, -0.58)
H (-0.45, -4.14, 0.84)
H (-0.91, -1.59, 0.43)
H (0.16, -2.10, 1.72)
H (-3.57, -1.54, 1.66)
H (-2.69, -0.07, 1.22)
H (-3.25, -0.35, 2.86)
C (-0.58, -1.30, 7.97)
C (0.14, -0.35, 7.02)
C (0.38, -0.96, 5.66)
O (1.27, -0.12, 4.97)
C (1.42, -0.47, 3.59)
N (-0.67, 0.94, 6.84)
H (-0.40, 1.68, 7.49)
H (-0.62, 1.24, 5.87)
H (-1.67, 0.83, 7.04)
H (0.11, -2.11, 8.23)
H (-1.47, -1.72, 7.50)
H (-0.76, -0.82, 8.93)
H (1.08, -0.10, 7.49)
H (-0.54, -1.19, 5.11)
H (0.89, -1.92, 5.79)
H (2.32, -0.05, 3.16)
H (0.54, -0.06, 3.08)
H (1.55, -1.55, 3.47)
C (-6.26, 3.01, -1.44)
C (-5.10, 2.31, -0.74)
C (-4.10, 1.82, -1.78)
O (-2.89, 1.58, -1.13)
C (-1.93, 0.84, -1.89)
N (-4.49, 3.37, 0.16)
H (-3.80, 2.99, 0.81)
H (-4.08, 4.08, -0.46)
H (-5.23, 3.76, 0.74)
H (-7.04, 3.23, -0.70)
H (-6.79, 2.31, -2.09)
H (-6.03, 3.96, -1.92)
H (-5.45, 1.57, -0.02)
H (-4.11, 2.56, -2.58)
H (-4.50, 0.88, -2.18)
H (-2.33, -0.16, -2.08)
H (-0.97, 0.74, -1.39)
H (-1.78, 1.37, -2.83)
C (3.09, -1.49, -5.57)
F (1.80, -1.09, -5.49)
F (3.08, -2.79, -5.72)
F (3.64, -0.80, -6.57)
S (3.99, -1.02, -3.99)
O (3.83, 0.41, -3.77)
O (3.25, -1.82, -3.02)
O (5.39, -1.30, -4.16)
C (4.49, 1.48, 1.36)
F (4.59, 0.45, 2.17)
F (3.29, 2.08, 1.44)
F (5.36, 2.43, 1.75)
S (4.92, 0.95, -0.46)
O (3.92, -0.05, -0.78)
O (4.82, 2.20, -1.22)
O (6.28, 0.48, -0.36)
C (-0.86, -3.35, -3.39)
F (-1.00, -2.10, -2.88)
F (-2.07, -3.90, -3.38)
F (-0.36, -3.25, -4.60)
S (0.34, -4.30, -2.22)
O (1.17, -5.07, -3.12)
O (1.12, -3.28, -1.51)
O (-0.54, -5.09, -1.38)
Br (4.63, -3.41, -0.57)

Computed properties:
Relative energy (zero: lowest compared OMol25 entry of this formula, charge and spin) in kcal/mol: 139.2
Total charge: +1

---

[2]
Entry from the OMol25 dataset: a cluster of 6 separate species, C19H48BrFINO15PS6 in total (the ωB97M-V functional and the def2-TZVPD basis).

Element x y z (Å)
C (0.10, -2.35, 1.65)
C (0.38, -0.87, 1.56)
F (0.86, -0.41, 2.75)
C (-0.75, -0.03, 1.02)
P (-2.37, -0.08, 1.98)
Br (-3.24, 1.59, 0.46)
I (-1.66, 1.76, 3.62)
N (-3.02, -1.39, 0.76)
C (-3.72, -2.24, 1.19)
S (-4.64, -3.41, 1.74)
H (-0.31, -2.64, 2.60)
H (1.05, -2.87, 1.58)
H (-0.50, -2.71, 0.83)
H (1.19, -0.75, 0.86)
H (-0.98, -0.43, 0.04)
H (-0.40, 0.97, 0.85)
H (-3.63, -0.03, 2.60)
H (-1.92, -1.07, 2.89)
O (-8.28, -2.22, -3.06)
S (-7.44, -1.12, -3.45)
O (-6.59, -1.24, -4.60)
O (-6.59, -0.64, -2.21)
C (-5.81, -1.62, -1.48)
C (-4.53, -1.98, -2.21)
C (-8.42, 0.33, -3.62)
H (-6.41, -2.50, -1.27)
H (-5.57, -1.15, -0.53)
H (-4.74, -2.53, -3.13)
H (-3.91, -2.61, -1.57)
H (-3.97, -1.08, -2.48)
H (-9.04, 0.44, -2.73)
H (-9.04, 0.21, -4.50)
H (-7.76, 1.18, -3.74)
O (2.85, 0.41, -0.65)
S (4.20, 0.90, -0.63)
O (4.49, 2.19, -0.10)
O (4.81, 0.78, -2.09)
C (4.06, 1.37, -3.18)
C (4.22, 2.88, -3.23)
C (5.24, -0.28, 0.15)
H (3.02, 1.08, -3.10)
H (4.46, 0.93, -4.08)
H (3.75, 3.36, -2.37)
H (3.75, 3.27, -4.13)
H (5.27, 3.16, -3.22)
H (5.04, -1.26, -0.28)
H (4.99, -0.28, 1.21)
H (6.27, 0.00, 0.00)
O (-4.39, 3.89, 4.69)
S (-4.89, 5.02, 5.39)
O (-4.06, 6.14, 5.67)
O (-5.56, 4.52, 6.75)
C (-4.75, 3.67, 7.60)
C (-3.71, 4.46, 8.38)
C (-6.37, 5.59, 4.62)
H (-4.29, 2.88, 7.00)
H (-5.45, 3.20, 8.29)
H (-2.95, 4.87, 7.72)
H (-3.22, 3.81, 9.10)
H (-4.18, 5.29, 8.91)
H (-7.03, 4.74, 4.45)
H (-6.08, 6.05, 3.68)
H (-6.84, 6.33, 5.27)
O (7.58, -2.73, 0.06)
S (8.34, -3.10, 1.22)
O (8.75, -2.11, 2.17)
O (9.61, -3.93, 0.75)
C (10.47, -3.34, -0.25)
C (11.38, -2.27, 0.32)
C (7.52, -4.40, 2.06)
H (9.86, -2.95, -1.07)
H (11.06, -4.16, -0.65)
H (10.80, -1.40, 0.64)
H (12.09, -1.95, -0.43)
H (11.91, -2.65, 1.19)
H (7.24, -5.17, 1.34)
H (6.63, -3.98, 2.52)
H (8.18, -4.80, 2.82)
O (-0.43, -1.36, -6.69)
S (-0.91, -0.19, -6.00)
O (-0.08, 0.96, -5.89)
O (-1.42, -0.62, -4.57)
C (-0.52, -1.38, -3.72)
C (0.53, -0.50, -3.07)
C (-2.47, 0.28, -6.65)
H (-0.08, -2.19, -4.28)
H (-1.16, -1.82, -2.95)
H (1.23, -0.11, -3.81)
H (1.10, -1.07, -2.33)
H (0.07, 0.35, -2.57)
H (-3.11, -0.59, -6.70)
H (-2.30, 0.69, -7.64)
H (-2.90, 1.04, -6.00)

Computed properties:
Relative energy (zero: lowest compared OMol25 entry of this formula, charge and spin) in kcal/mol: 0.0
Total charge: -1

---

[3]
Entry from the OMol25 dataset: a cluster of 6 separate species, C19H48BrO7S in total (the ωB97M-V functional and the def2-TZVPD basis).

Element x y z (Å)
C (2.63, 2.35, -0.40)
C (2.38, 0.94, -0.82)
O (3.02, 0.27, -1.57)
O (1.25, 0.36, -0.20)
C (0.47, -0.43, -1.01)
S (-0.84, 0.42, -1.94)
C (-1.71, 1.37, -0.69)
Br (0.05, 1.89, -3.23)
H (1.71, 2.82, -0.08)
H (3.37, 2.39, 0.40)
H (3.01, 2.88, -1.27)
H (1.05, -1.02, -1.72)
H (-0.15, -1.10, -0.40)
H (-2.76, 1.39, -0.98)
H (-1.29, 2.37, -0.61)
H (-1.59, 0.81, 0.24)
C (-4.21, -2.79, -2.47)
C (-2.78, -2.66, -1.98)
C (-1.99, -3.94, -2.20)
O (-2.72, -2.24, -0.62)
H (-4.72, -3.58, -1.91)
H (-4.76, -1.87, -2.30)
H (-4.25, -3.04, -3.53)
H (-2.30, -1.84, -2.52)
H (-2.45, -4.76, -1.64)
H (-0.96, -3.83, -1.86)
H (-1.98, -4.22, -3.26)
H (-3.13, -2.92, -0.06)
C (4.91, 1.03, -4.52)
C (6.20, 1.14, -3.73)
C (7.02, -0.14, -3.81)
O (5.91, 1.47, -2.38)
H (4.29, 0.22, -4.10)
H (4.34, 1.96, -4.44)
H (5.08, 0.81, -5.58)
H (6.79, 1.97, -4.11)
H (6.46, -0.98, -3.39)
H (7.94, -0.03, -3.24)
H (7.28, -0.38, -4.84)
H (5.38, 0.76, -2.01)
C (-5.17, 4.40, -0.11)
C (-5.62, 3.00, -0.49)
C (-7.05, 2.73, -0.07)
O (-4.74, 2.02, 0.09)
H (-5.22, 4.54, 0.97)
H (-4.14, 4.57, -0.42)
H (-5.80, 5.15, -0.58)
H (-5.52, 2.86, -1.57)
H (-7.16, 2.82, 1.01)
H (-7.36, 1.72, -0.36)
H (-7.73, 3.44, -0.54)
H (-4.81, 2.10, 1.05)
C (-3.40, -4.70, 4.20)
C (-2.96, -4.43, 2.77)
C (-1.61, -3.72, 2.72)
O (-3.95, -3.66, 2.08)
H (-3.51, -3.76, 4.75)
H (-4.36, -5.21, 4.21)
H (-2.67, -5.32, 4.72)
H (-2.90, -5.37, 2.22)
H (-1.68, -2.76, 3.23)
H (-1.31, -3.54, 1.68)
H (-0.84, -4.31, 3.20)
H (-4.05, -2.82, 2.54)
C (4.01, 1.11, 4.69)
C (4.60, 1.78, 3.45)
C (6.04, 2.19, 3.66)
O (3.80, 2.91, 3.08)
H (4.03, 1.80, 5.53)
H (2.98, 0.82, 4.51)
H (4.59, 0.22, 4.96)
H (4.53, 1.10, 2.60)
H (6.12, 2.91, 4.48)
H (6.44, 2.67, 2.77)
H (6.67, 1.33, 3.91)
H (3.83, 3.55, 3.80)

Computed properties:
Total charge: +1

---

[4]
Entry from the OMol25 dataset: a structure of composition C19H49As3LiSe4Si2Te (the ωB97M-V functional and the def2-TZVPD basis).

Element x y z (Å)
Li (-1.57, -2.12, -0.23)
Se (-3.64, -2.71, -1.62)
Se (-4.31, -4.15, 0.09)
Se (-3.03, -3.50, 1.93)
Se (-0.83, -3.98, 1.34)
C (4.39, -0.08, 0.39)
As (2.62, -0.88, 0.04)
C (3.16, -2.73, 0.40)
C (2.85, -1.07, -1.92)
C (2.43, 0.08, -2.84)
C (2.73, 1.44, -2.18)
C (0.95, 0.06, -3.27)
As (-0.55, -0.32, -2.04)
C (-0.85, 1.48, -1.33)
C (-1.90, -0.25, -3.45)
C (3.28, 0.04, -4.14)
As (3.52, -1.53, -5.32)
C (1.91, -2.63, -5.12)
C (4.69, -2.67, -4.22)
H (5.11, -0.37, -0.38)
H (4.74, -0.45, 1.35)
H (4.33, 1.01, 0.44)
H (4.11, -2.94, -0.09)
H (2.39, -3.40, 0.03)
H (3.25, -2.88, 1.48)
H (2.33, -1.99, -2.19)
H (3.92, -1.26, -2.06)
H (2.11, 1.59, -1.29)
H (2.54, 2.26, -2.87)
H (3.78, 1.49, -1.87)
H (0.82, -0.70, -4.04)
H (0.71, 1.02, -3.73)
H (-0.55, 2.23, -2.06)
H (-0.30, 1.63, -0.40)
H (-1.92, 1.58, -1.12)
H (-1.83, 0.69, -4.01)
H (-2.89, -0.33, -2.99)
H (-1.77, -1.10, -4.12)
H (4.31, 0.31, -3.89)
H (2.92, 0.82, -4.81)
H (1.06, -2.17, -5.63)
H (1.64, -2.84, -4.09)
H (2.12, -3.58, -5.62)
H (5.51, -2.08, -3.81)
H (5.11, -3.44, -4.86)
H (4.15, -3.14, -3.40)
C (-3.52, 3.00, 1.23)
Si (-4.50, 1.44, 1.58)
C (-4.92, 0.58, -0.01)
C (-6.09, 1.96, 2.43)
C (-3.58, 0.32, 2.76)
Te (-1.71, -0.56, 2.17)
C (-0.61, 1.27, 2.65)
Si (0.07, 1.14, 4.38)
C (0.97, 2.72, 4.87)
C (1.28, -0.28, 4.46)
C (-1.30, 0.90, 5.63)
H (-4.09, 3.64, 0.54)
H (-2.56, 2.80, 0.77)
H (-3.35, 3.58, 2.15)
H (-5.38, 1.28, -0.72)
H (-5.60, -0.25, 0.15)
H (-4.04, 0.14, -0.49)
H (-6.67, 2.63, 1.78)
H (-5.89, 2.49, 3.36)
H (-6.71, 1.09, 2.66)
H (-4.21, -0.55, 2.99)
H (-3.38, 0.84, 3.70)
H (-1.27, 2.13, 2.52)
H (0.20, 1.34, 1.92)
H (1.79, 2.94, 4.18)
H (1.39, 2.62, 5.87)
H (0.29, 3.57, 4.87)
H (2.16, -0.05, 3.87)
H (0.83, -1.19, 4.06)
H (1.60, -0.49, 5.48)
H (-1.99, 1.75, 5.62)
H (-0.88, 0.82, 6.64)
H (-1.87, -0.01, 5.43)

Computed properties:
Relative energy (zero: lowest compared OMol25 entry of this formula, charge and spin) in kcal/mol: 0.0
Total charge: -1

---

[5]
Entry from the OMol25 dataset: a structure of composition C19H49AsF6MgN4O17 (the ωB97M-V functional and the def2-TZVPD basis).

Element x y z (Å)
Mg (2.25, 0.35, 1.77)
N (0.36, 2.91, 1.29)
O (0.50, 3.84, 2.13)
O (1.00, 1.80, 1.52)
O (-0.30, 2.99, 0.29)
As (0.98, -1.73, -0.93)
F (1.53, -0.42, 0.15)
F (2.37, -1.52, -1.89)
F (0.46, -3.01, -1.93)
F (-0.40, -1.93, 0.06)
F (0.18, -0.57, -1.87)
F (1.83, -2.82, 0.09)
C (-0.81, -5.76, -1.52)
N (-1.01, -6.64, -0.33)
O (-0.66, -7.78, -0.44)
O (-1.55, -6.19, 0.66)
H (-1.05, -4.74, -1.25)
H (-1.47, -6.24, -2.24)
H (0.22, -5.82, -1.86)
C (0.81, -7.41, 2.74)
N (1.67, -6.58, 1.86)
O (1.81, -6.98, 0.75)
O (2.06, -5.50, 2.30)
H (-0.18, -6.98, 2.68)
H (1.20, -7.39, 3.75)
H (0.85, -8.42, 2.36)
C (-1.07, -2.01, -4.84)
N (-1.54, -1.20, -5.96)
O (-1.51, 0.00, -5.79)
O (-1.90, -1.74, -6.98)
H (-0.82, -3.03, -5.09)
H (-1.74, -1.91, -3.99)
H (-0.20, -1.45, -4.47)
C (-2.31, 5.51, 1.11)
O (-2.78, 4.42, 0.39)
C (-3.35, 3.42, 1.15)
C (-4.00, 2.40, 0.24)
O (-3.11, 1.95, -0.74)
C (-3.67, 0.89, -1.47)
H (-2.32, 5.31, 2.20)
H (-3.01, 6.36, 1.01)
H (-1.29, 5.80, 0.86)
H (-4.18, 3.91, 1.70)
H (-2.64, 2.96, 1.84)
H (-4.96, 2.76, -0.17)
H (-4.30, 1.53, 0.87)
H (-4.41, 1.30, -2.19)
H (-4.22, 0.19, -0.83)
H (-2.86, 0.49, -2.07)
C (2.38, 1.93, 4.48)
O (2.94, 1.48, 3.28)
C (3.85, 2.47, 2.79)
C (4.63, 1.92, 1.61)
O (3.74, 1.15, 0.79)
C (3.83, 1.30, -0.62)
H (1.56, 1.28, 4.77)
H (1.99, 2.95, 4.39)
H (3.12, 1.91, 5.28)
H (4.52, 2.77, 3.59)
H (3.27, 3.35, 2.47)
H (5.30, 1.17, 2.06)
H (5.24, 2.64, 1.08)
H (4.37, 0.46, -1.07)
H (4.33, 2.23, -0.90)
H (2.84, 1.32, -1.08)
C (-4.78, 4.67, -2.52)
O (-3.59, 3.93, -2.66)
C (-3.41, 3.55, -4.00)
C (-2.38, 2.44, -4.15)
O (-1.48, 2.49, -3.08)
C (-0.41, 1.61, -3.26)
H (-5.70, 4.07, -2.66)
H (-4.83, 5.52, -3.22)
H (-4.85, 5.06, -1.51)
H (-3.02, 4.46, -4.49)
H (-4.35, 3.31, -4.51)
H (-1.84, 2.62, -5.10)
H (-2.85, 1.45, -4.17)
H (0.10, 1.78, -4.22)
H (-0.69, 0.54, -3.26)
H (0.29, 1.77, -2.44)
C (-0.31, -0.76, 3.04)
O (1.10, -0.66, 2.93)
C (1.75, -1.84, 3.48)
C (3.23, -1.50, 3.53)
O (3.63, -1.08, 2.22)
C (4.34, -2.09, 1.52)
H (-0.62, -1.07, 4.04)
H (-0.71, -1.46, 2.31)
H (-0.77, 0.21, 2.83)
H (1.51, -2.72, 2.90)
H (1.40, -1.90, 4.52)
H (3.85, -2.35, 3.84)
H (3.36, -0.72, 4.27)
H (5.33, -2.21, 1.98)
H (4.52, -1.75, 0.51)
H (3.81, -3.03, 1.49)

---

no.,orbital gap (eV),strongest force on any atom (eV Å⁻¹),LUMO (eV)
1,3.25,4.53,-4.18
2,6.62,1.28,1.63
3,7.30,0.96,-4.65
4,5.71,0.46,2.16
5,8.11,2.43,-0.26